DFT (ωB97M-V/def2-TZVPD) results for an isolated molecule of C5H10BNO3 in a non-equilibrium geometry.

XYZ file:
```
20
Properties=species:S:1:pos:R:3:forces:R:3:mulliken_charge:R:1
B 0.849 1.266 -0.330 -0.679 -0.727 0.552 0.676
C -0.911 -0.979 -0.894 3.355 3.015 2.256 0.723
C 1.669 -1.238 -0.567 -0.721 1.158 -0.627 -0.794
C 0.766 -0.248 0.135 -2.087 -1.229 -1.717 0.626
C -2.214 -0.312 -0.903 0.029 1.950 -2.101 -1.206
C 0.461 -0.676 1.563 -0.299 0.352 -1.789 -1.688
N -0.379 -1.858 -1.551 -0.906 -1.430 -1.058 -0.360
O 0.911 -2.149 -1.390 -0.444 -1.103 -0.967 -0.250
O 0.412 2.235 0.562 0.031 -0.980 0.046 -0.588
O 1.228 1.543 -1.619 -0.393 2.818 -0.919 -0.587
H 2.375 -0.832 -1.279 0.173 0.675 0.030 0.298
H 2.187 -1.962 0.003 0.688 -0.229 1.475 0.363
H -2.303 0.665 -0.383 0.779 -0.580 -0.232 0.257
H -2.977 -0.875 -0.492 -1.493 -1.526 0.807 0.395
H -2.494 -0.107 -1.984 0.230 -0.243 1.156 0.288
H -0.292 -0.116 2.055 -0.284 1.081 0.603 0.373
H 1.404 -0.688 2.000 1.390 0.156 1.763 0.461
H 0.079 -1.663 1.570 -0.175 -1.275 -0.118 0.453
H 0.845 3.066 0.447 0.151 1.007 -0.200 0.274
H 1.026 2.515 -1.929 0.654 -2.891 1.038 0.287
```
Forces are in eV/Å.

Output
Lowest unoccupied orbital energy ... 0.2 eV
Orbital gap ... 8.79 eV
E_HOMO ... -8.62 eV
Spin multiplicity ... 1
Molar mass ... 142.95 g/mol

***

DFT (ωB97M-V/def2-TZVPD) results for a cluster of 3 separate species, C22H47BN2O10 in total in a non-equilibrium geometry.

XYZ file:
```
82
Properties=species:S:1:pos:R:3:forces:R:3:mulliken_charge:R:1
C 0.092 4.921 4.481 0.395 0.577 0.243 -1.355
C 0.996 4.234 3.306 -2.921 -0.690 1.602 2.018
C 0.363 4.743 1.921 -0.225 0.727 0.150 -1.505
C 0.761 2.652 3.433 0.105 -1.235 -1.014 -1.751
C 2.067 1.744 3.160 0.225 0.711 -0.382 1.556
B 1.687 0.350 2.371 0.488 -0.676 -0.565 0.570
N 1.050 -0.836 3.032 -0.055 1.616 -0.218 -0.653
O 2.006 0.197 0.953 -1.629 0.583 1.694 -0.689
C 2.801 1.380 4.549 1.769 -0.123 4.480 0.089
O 3.903 0.713 4.471 -2.702 1.367 -1.014 -0.721
O 2.342 1.757 5.789 0.490 -0.908 -5.538 -0.783
C 3.009 2.571 2.143 -0.086 0.084 0.178 -1.943
C 3.396 4.047 2.643 3.015 -1.636 -0.042 1.285
C 4.768 3.899 3.510 -0.627 1.085 0.521 -1.467
C 3.784 4.911 1.347 0.530 -0.739 -0.435 -1.198
N 2.400 4.685 3.558 -1.104 1.798 -3.670 0.414
O 2.412 6.004 3.351 0.456 -1.427 1.359 -0.602
H -0.583 5.754 4.065 0.945 -1.311 0.573 0.264
H 0.788 5.424 5.244 -0.972 -0.801 -1.158 0.336
H -0.530 4.164 5.059 0.771 0.930 -0.969 0.324
H 0.207 5.885 1.994 0.461 -1.747 -0.260 0.344
H 0.980 4.507 0.994 -0.792 0.142 1.263 0.220
H -0.690 4.287 1.806 1.721 0.567 0.226 0.409
H 0.305 2.309 4.417 0.863 0.750 -1.124 0.293
H 0.000 2.372 2.606 0.971 0.553 1.230 0.149
H 0.059 -0.898 2.757 0.644 -0.312 0.332 0.230
H 1.137 -0.754 4.055 -0.376 -0.002 -0.581 0.310
H 1.319 -0.339 0.504 0.865 0.030 0.453 0.226
H 2.521 2.697 1.103 0.414 -0.475 1.728 0.307
H 3.980 1.971 1.966 -1.498 1.059 0.364 0.446
H 5.550 3.273 2.969 -1.094 0.867 0.699 0.284
H 5.137 4.981 3.673 -0.289 -1.645 -0.263 0.432
H 4.554 3.482 4.559 0.254 0.281 -1.745 0.320
H 4.114 4.150 0.540 -0.475 1.108 1.252 0.265
H 2.927 5.500 0.885 1.195 -0.570 0.866 0.263
H 4.719 5.545 1.556 -1.724 -0.587 -0.296 0.306
C 0.465 -6.184 0.016 0.079 0.095 -0.244 -0.785
O 0.656 -5.499 -1.207 0.047 0.088 0.152 -0.258
C -0.174 -4.346 -1.309 0.308 -0.345 -0.402 -0.501
C 0.338 -3.420 -2.406 -0.026 0.269 0.387 -0.048
O 1.422 -2.596 -1.975 -0.040 -0.340 -0.128 -0.454
C 2.683 -3.254 -1.845 0.087 0.376 -0.147 -0.432
C 3.341 -3.550 -3.187 -0.188 -0.536 0.286 -0.605
O 2.792 -4.736 -3.757 -0.104 0.110 -0.247 -0.232
C 3.100 -4.854 -5.133 -0.148 -0.027 0.375 -0.777
H -0.576 -6.509 0.117 -0.039 0.004 0.127 0.306
H 1.111 -7.063 0.021 -0.036 0.074 -0.104 0.233
H 0.744 -5.544 0.859 -0.116 -0.014 0.089 0.337
H -0.193 -3.809 -0.354 -0.026 0.083 -0.026 0.365
H -1.187 -4.686 -1.556 -0.165 0.149 0.045 0.377
H -0.466 -2.724 -2.663 0.081 0.003 0.117 -0.020
H 0.592 -3.963 -3.318 0.054 -0.232 0.129 0.258
H 2.601 -4.147 -1.223 -0.002 -0.117 -0.219 0.211
H 3.321 -2.547 -1.306 -0.105 0.027 -0.082 0.408
H 4.414 -3.717 -3.040 0.095 0.198 0.012 0.445
H 3.193 -2.702 -3.865 0.014 0.068 0.038 0.341
H 2.660 -4.022 -5.693 0.133 0.047 -0.092 0.325
H 2.664 -5.785 -5.500 0.033 0.019 0.107 0.225
H 4.183 -4.883 -5.285 0.053 0.064 -0.128 0.312
C -3.854 -1.999 -4.859 -0.203 0.068 0.241 -0.775
O -4.452 -1.696 -3.614 0.191 0.113 -0.082 -0.309
C -3.693 -2.201 -2.519 -0.607 0.157 -0.072 -0.282
C -4.114 -1.521 -1.223 0.448 0.034 0.031 -0.568
O -3.508 -0.240 -1.044 -0.285 -0.086 -0.240 -0.401
C -4.042 0.814 -1.848 0.066 0.093 0.399 -0.447
C -5.400 1.303 -1.361 -0.090 -0.299 -0.546 -0.601
O -6.433 0.438 -1.826 -0.058 -0.075 0.226 -0.249
C -7.645 0.633 -1.122 0.280 -0.128 -0.195 -0.772
H -3.758 -3.083 -4.987 0.120 -0.026 -0.072 0.318
H -4.492 -1.605 -5.651 -0.029 -0.021 0.122 0.244
H -2.871 -1.522 -4.936 0.100 -0.110 -0.046 0.310
H -2.624 -2.032 -2.692 0.023 0.003 0.076 0.073
H -3.886 -3.278 -2.449 0.168 -0.104 0.111 0.562
H -3.748 -2.129 -0.390 0.074 0.076 -0.082 0.445
H -5.199 -1.463 -1.124 -0.036 -0.002 -0.259 0.172
H -4.061 0.535 -2.903 -0.251 -0.048 0.032 0.196
H -3.331 1.640 -1.747 -0.042 -0.080 0.103 0.406
H -5.596 2.303 -1.766 0.104 0.151 0.130 0.440
H -5.407 1.344 -0.266 0.076 0.036 0.020 0.357
H -7.511 0.396 -0.062 -0.070 0.135 0.060 0.322
H -8.392 -0.046 -1.535 0.094 0.043 -0.057 0.230
H -7.997 1.663 -1.238 -0.071 0.058 0.116 0.312
```
Forces are in eV/Å.

Output
Total charge ... -1
Lowest unoccupied orbital energy (spin up / spin down) ... 2.0 / 2.0 eV
Orbital gap (spin up / spin down) ... 6.26 / 6.26 eV
E_HOMO (spin up / spin down) ... -4.23 / -4.22 eV
Spin multiplicity ... 2
Molar mass ... 510.43 g/mol

***

DFT (ωB97M-V/def2-TZVPD) results for a structure of composition C36H30BrIN2OPS3SeSn in a non-equilibrium geometry.

XYZ file:
```
77
Properties=species:S:1:pos:R:3:forces:R:3:mulliken_charge:R:1
Sn 0.102 -0.403 0.408 0.801 -0.191 -0.301 2.021
I -2.825 -0.186 -0.541 -1.179 0.092 -0.936 0.047
C -3.730 -0.084 -2.541 -0.093 0.019 0.848 -0.488
C -5.101 -0.103 -2.452 0.506 -0.014 0.453 -0.524
C -5.913 -0.049 -3.589 0.073 0.003 -0.406 -0.968
C -5.314 0.017 -4.811 -0.161 -0.042 0.252 -0.729
C -3.910 0.034 -4.933 0.090 -0.017 0.125 0.841
C -3.371 0.088 -6.235 0.280 0.020 -0.030 -0.888
C -2.022 0.100 -6.435 -0.285 0.029 -0.178 -1.307
C -1.177 0.084 -5.329 -0.245 -0.048 0.315 -0.222
C -1.644 0.040 -4.032 0.503 -0.026 -0.124 1.125
P -0.291 0.098 -2.774 -0.091 -0.230 -0.366 0.926
C 0.577 1.600 -3.309 -0.083 0.006 0.184 0.369
C -0.112 2.701 -3.809 0.002 -0.102 -0.082 -0.932
C 0.559 3.884 -4.066 0.060 0.126 0.005 -0.716
C 1.915 3.984 -3.804 0.006 0.106 -0.080 -0.732
C 2.605 2.896 -3.294 0.120 0.007 -0.056 -0.869
C 1.939 1.713 -3.036 0.007 -0.001 -0.111 -0.938
C 0.830 -1.215 -3.388 -0.062 0.084 0.274 0.883
C 1.762 -1.104 -4.414 -0.053 -0.060 0.046 0.195
C 2.542 -2.193 -4.757 0.113 0.063 -0.117 -1.008
C 2.423 -3.392 -4.075 0.030 -0.063 0.030 -0.748
C 1.520 -3.505 -3.030 0.026 -0.147 -0.102 -0.356
C 0.735 -2.418 -2.696 -0.131 0.097 0.096 -0.363
C -3.048 -0.007 -3.779 -0.008 0.036 -0.386 0.494
H -5.565 -0.163 -1.482 -0.075 -0.012 0.138 0.436
H -6.987 -0.070 -3.487 -0.052 0.009 0.025 0.406
H -5.902 0.049 -5.715 -0.080 0.013 -0.086 0.399
H -4.055 0.122 -7.070 -0.061 -0.020 -0.066 0.408
H -1.601 0.138 -7.426 -0.006 -0.002 -0.163 0.452
H -0.113 0.116 -5.502 0.028 0.021 -0.027 0.263
H -1.170 2.622 -4.021 -0.042 0.020 -0.036 0.475
H 0.025 4.726 -4.482 -0.060 0.093 -0.018 0.491
H 2.437 4.908 -4.003 0.066 0.100 -0.057 0.432
H 3.666 2.970 -3.110 0.108 -0.001 0.050 0.474
H 2.474 0.865 -2.632 0.070 -0.048 0.034 0.690
H 1.897 -0.172 -4.944 0.005 0.079 -0.037 0.447
H 3.251 -2.095 -5.566 0.086 -0.044 -0.059 0.444
H 3.039 -4.231 -4.358 0.064 -0.108 -0.006 0.441
H 1.418 -4.432 -2.484 0.012 -0.064 0.046 0.514
H 0.030 -2.493 -1.877 0.054 -0.037 -0.066 -0.370
S 0.219 -1.383 4.019 0.177 0.131 0.475 -0.163
C 0.079 -2.673 2.904 -0.122 -0.265 -0.255 0.305
N -0.329 -2.614 1.666 0.033 0.792 0.642 -0.115
C -0.395 -3.867 1.103 0.148 -0.815 -0.033 -0.380
C -0.902 -4.161 -0.155 -0.021 0.159 0.022 -0.370
C -0.845 -5.460 -0.615 -0.074 0.014 -0.050 -0.571
C -0.333 -6.477 0.184 0.053 -0.063 0.081 -0.566
C 0.098 -6.221 1.474 0.015 -0.032 -0.026 -0.471
C 0.064 -4.911 1.924 -0.067 0.302 0.012 0.894
S 0.505 -4.266 3.486 -0.065 0.024 -0.264 -0.229
H -1.373 -3.375 -0.726 -0.024 0.049 -0.133 0.313
H -1.224 -5.692 -1.598 -0.056 -0.041 -0.112 0.473
H -0.292 -7.484 -0.198 -0.028 -0.129 -0.021 0.402
H 0.442 -7.023 2.107 0.063 -0.064 0.068 0.421
C 1.167 4.319 0.662 -0.172 -0.231 -0.468 -1.117
S 0.533 3.304 -0.720 -0.559 1.184 0.694 0.880
C -1.123 4.058 -0.762 0.455 -0.154 -0.082 -1.193
O 0.290 1.945 -0.136 0.008 -0.745 0.547 -0.920
H 0.405 4.471 1.417 -0.151 -0.040 0.074 0.393
H 1.490 5.266 0.239 0.016 0.165 -0.020 0.427
H 2.019 3.813 1.104 0.120 -0.153 -0.080 0.357
H -1.564 4.041 0.230 0.058 -0.048 0.142 0.468
H -1.735 3.479 -1.446 0.054 -0.084 -0.123 0.198
H -1.020 5.075 -1.126 -0.007 0.155 -0.058 0.433
Se -0.151 0.471 2.892 -0.046 0.163 -0.196 -0.314
Br 7.522 -0.195 0.299 -0.417 -0.007 -0.069 -0.120
C 5.632 -0.225 0.145 0.050 -0.023 -0.021 0.056
C 4.950 -1.435 0.102 0.152 0.198 0.048 -0.673
C 3.568 -1.397 0.036 0.121 -0.154 0.000 -0.429
N 2.872 -0.268 0.000 -0.435 -0.013 0.128 0.466
C 3.535 0.880 0.012 0.197 0.164 -0.026 -0.453
C 4.915 0.964 0.080 0.150 -0.173 0.019 -0.803
H 5.477 -2.374 0.136 0.036 -0.087 0.006 0.475
H 2.992 -2.314 0.013 -0.003 -0.100 -0.011 0.467
H 2.928 1.772 -0.045 -0.013 0.125 0.046 0.429
H 5.416 1.919 0.090 0.011 0.052 0.020 0.512
```
Forces are in eV/Å.

Output
Total charge ... +1
Lowest unoccupied orbital energy ... -2.7 eV
Orbital gap ... 7.33 eV
E_HOMO ... -9.99 eV
Spin multiplicity ... 1
Molar mass ... 1038.30 g/mol